80
Properties=species:S:1:pos:R:3 method="wB97M-V/def2-TZVPD" multiplicity=1 homo_lumo_gap_ev=8.47 homo_energy_ev=-7.80 de_lowest_ev=20.818
C -1.153 18.403 16.494
C -1.470 18.545 15.037
C -0.291 18.335 14.044
O -0.800 18.322 12.699
C 0.100 17.899 11.730
N -2.693 17.786 14.726
H -0.277 17.755 16.496
H -1.944 17.916 17.064
H -0.952 19.337 17.017
H -1.755 19.592 14.940
H 0.157 17.347 14.147
H 0.390 19.146 14.304
H -0.345 17.822 10.738
H 0.477 16.910 11.986
H 0.958 18.570 11.778
H -2.810 17.773 13.723
H -2.400 16.859 14.997
C 2.864 14.699 9.970
C 3.124 16.112 10.463
C 4.486 16.668 10.039
O 4.620 17.872 10.762
C 5.802 18.045 11.511
N 2.029 16.893 9.994
H 3.576 14.030 10.453
H 2.852 14.465 8.905
H 1.953 14.324 10.434
H 3.197 16.164 11.549
H 4.414 16.986 8.999
H 5.266 15.936 10.251
H 5.692 18.951 12.106
H 6.684 18.221 10.896
H 5.976 17.260 12.247
H 2.148 17.830 10.352
H 2.106 16.957 8.989
C 0.035 14.076 9.963
C 0.173 13.158 8.783
C -1.188 12.622 8.347
O -1.070 11.965 7.092
C -2.268 11.458 6.680
N 0.872 13.856 7.739
H -0.525 13.470 10.675
H -0.552 14.960 9.711
H 0.963 14.374 10.451
H 0.888 12.365 9.002
H -1.893 13.446 8.232
H -1.499 11.935 9.134
H -3.058 12.147 6.380
H -2.533 10.794 7.503
H -2.097 10.808 5.822
H 0.561 13.355 6.919
H 1.863 13.674 7.803
C -2.767 14.261 10.282
C -2.030 15.093 11.363
C -2.578 16.515 11.595
O -2.902 17.182 10.296
C -3.555 18.482 10.518
N -1.871 14.365 12.648
H -2.352 13.286 10.027
H -2.878 14.778 9.329
H -3.797 14.119 10.608
H -1.021 15.238 10.977
H -1.902 17.091 12.228
H -3.520 16.334 12.114
H -3.011 19.060 11.265
H -4.591 18.329 10.821
H -3.607 19.016 9.570
H -1.178 13.642 12.519
H -2.704 13.794 12.657
O 0.544 15.900 10.875
H 0.062 16.556 10.372
H 1.465 16.122 10.738
O -0.914 17.045 9.854
H -1.722 17.043 10.367
H -1.148 16.606 9.036
O 0.333 18.637 9.036
H 0.151 17.735 9.299
H 1.260 18.764 9.238
O 0.551 15.171 12.805
H -0.061 15.644 13.369
H 0.589 15.692 12.003

78
Properties=species:S:1:pos:R:3 method="wB97M-V/def2-TZVPD" multiplicity=1 homo_lumo_gap_ev=10.13 smiles=CC(C)O.CC(C)O.CC(C)O.CO.CO.CO.CO.CO.CO.CO homo_energy_ev=-9.97 de_lowest_ev=5.732
C -18.758 7.775 -15.818
C -19.108 7.318 -17.224
C -20.578 7.375 -17.591
O -18.424 8.160 -18.098
H -19.132 8.781 -15.627
H -17.679 7.898 -15.731
H -19.127 7.044 -15.099
H -18.769 6.321 -17.504
H -21.064 8.345 -17.493
H -21.071 6.709 -16.883
H -20.696 7.048 -18.625
H -18.745 9.057 -17.982
C -9.990 15.153 -12.325
C -8.560 15.087 -11.737
C -7.571 15.934 -12.510
O -8.679 15.736 -10.494
H -10.727 14.601 -11.742
H -10.112 14.915 -13.382
H -10.294 16.197 -12.250
H -8.133 14.092 -11.616
H -7.264 15.414 -13.417
H -6.668 16.121 -11.929
H -7.946 16.925 -12.769
H -9.307 15.245 -9.959
C -17.479 11.387 -11.026
C -16.409 12.427 -11.311
C -16.909 13.850 -11.624
O -15.573 12.428 -10.157
H -17.853 11.403 -10.003
H -17.075 10.380 -11.133
H -18.314 11.579 -11.700
H -15.811 12.091 -12.158
H -17.724 13.879 -12.347
H -16.110 14.520 -11.939
H -17.250 14.325 -10.704
H -16.132 12.558 -9.387
C -16.736 12.342 -4.322
O -16.686 13.028 -5.534
H -17.600 12.720 -3.776
H -16.711 11.254 -4.386
H -15.789 12.605 -3.851
H -16.457 13.933 -5.313
C -11.801 14.240 -6.230
O -11.559 13.852 -7.555
H -10.987 14.930 -6.006
H -12.774 14.727 -6.284
H -11.781 13.402 -5.533
H -12.371 13.438 -7.856
C -16.566 5.007 -9.212
O -16.982 4.192 -10.311
H -15.517 5.213 -9.426
H -17.178 5.906 -9.139
H -16.591 4.545 -8.225
H -16.387 3.460 -10.491
C -21.626 11.646 -6.032
O -22.941 11.832 -6.459
H -21.065 12.532 -6.326
H -21.569 11.317 -4.994
H -21.158 10.813 -6.557
H -23.471 11.167 -6.013
C -22.259 14.311 -10.372
O -22.419 14.662 -11.724
H -22.304 13.223 -10.324
H -21.288 14.619 -9.984
H -23.043 14.743 -9.751
H -22.296 15.613 -11.770
C -15.403 14.572 -16.434
O -15.557 15.936 -16.740
H -16.342 14.077 -16.187
H -15.012 14.073 -17.321
H -14.724 14.349 -15.611
H -16.082 16.308 -16.028
C -17.135 19.785 -12.993
O -17.469 18.776 -13.874
H -17.854 20.603 -12.947
H -17.128 19.254 -12.042
H -16.189 20.216 -13.322
H -18.370 18.458 -13.784